Record 1
Computed, not measured: one molecule with the formula C5H10N2, with the ωB97M-V functional and the def2-TZVPD basis.

Positions of all 17 atoms, in Å:
H  -0.232799  3.410082  0.326477
C  1.400766  1.333835  0.824462
H  -1.547005  0.134633  -0.411522
H  -0.626369  -3.276240  -0.218953
C  -0.637366  2.455015  0.001620
N  -0.607629  0.027369  -0.048644
C  -1.018818  -2.330002  -0.598548
H  -1.620069  2.482079  -0.456492
H  -1.991121  -2.143510  -0.136613
H  2.161524  1.033796  0.097512
H  1.448840  0.667330  1.691960
H  1.438602  -2.443257  -0.327707
C  0.008361  -1.164492  -0.271679
H  -1.132485  -2.380452  -1.683923
H  1.672148  2.335429  1.178728
C  0.027870  1.307995  0.205952
N  1.255550  -1.449610  -0.172630

Cartesian forces (eV/Å) of the 3 atoms listed first:
H 0.1 -0.3 -0.2
C 0.2 -0.2 0.1
H 0.2 -0.3 0.2

Summary:
* highest occupied orbital energy: -8.422 eV
* calculated total energy: -306.00205 Ha
* SMILES string: [H]/N=C(\C)NC(=C)C
* gap between HOMO and LUMO: 9.321 eV

Atomic partial charges in e from the Mulliken method, atoms 1 to 4: 0.256, -1.175, 0.212, 0.391

Record 2
Computed, not measured: C5H10N2 as an isolated structure, with the ωB97M-V functional and the def2-TZVPD basis.

Positions of all 17 atoms, in Å:
H  1.053000  -0.718382  -0.929873
H  1.247932  -1.471963  1.435152
C  0.762289  1.356642  -0.552881
C  -1.169952  -0.256612  0.566079
H  1.081365  0.214891  1.980288
H  1.800646  1.618475  -0.782106
C  1.401630  -0.425039  1.154564
H  -1.986396  -1.273476  -2.382133
N  -1.594322  0.686522  1.227128
H  0.146550  1.521679  -1.441000
H  0.426905  2.030813  0.240838
H  -0.782319  -2.020218  -0.571663
H  2.479487  -0.285351  1.019331
C  -1.144309  -0.989499  -0.691080
H  -2.556956  0.623000  1.562007
C  0.669640  -0.087403  -0.126750
N  -1.835190  -0.524080  -1.707902

Cartesian forces (eV/Å) of the 3 atoms listed first:
H -0.6 -0.2 0.0
H 0.0 0.1 0.1
C -0.1 0.0 0.1

Summary:
* highest occupied orbital energy: -7.858 eV
* calculated total energy: -305.87668 Ha
* gap between HOMO and LUMO: 8.242 eV

Atomic partial charges in e from the Mulliken method, atoms 1 to 4: 0.354, 0.327, -1.452, 0.412

Record 3
Computed, not measured: an isolated ion of composition C5H10N2 and charge +1, with the ωB97M-V functional and the def2-TZVPD basis.

Positions of all 17 atoms, in Å:
H  -2.272039  0.163908  -1.493448
C  1.892630  1.209479  -0.146575
H  -2.489538  1.731143  -0.004561
H  1.635764  -1.358089  1.882015
H  -1.011161  -1.917630  -0.790763
H  2.230348  0.889715  -1.135053
H  2.457028  1.877391  0.494908
N  0.858343  0.665607  0.340723
C  0.530378  -0.676319  0.194110
H  -1.119761  1.521262  0.939479
N  -1.629547  1.213527  0.127966
H  -2.392163  -0.673915  0.018720
C  1.105050  -1.617439  0.976884
H  0.731186  -2.625685  0.865444
C  -0.493940  -0.959803  -0.842440
H  -0.144900  -0.879010  -1.873150
C  -1.728787  -0.027617  -0.567333

Cartesian forces (eV/Å) of the 3 atoms listed first:
H 0.1 0.0 0.0
C -0.3 -0.5 0.3
H 0.3 0.5 -0.1

Summary:
* spin multiplicity: 2
* net charge: +1
* highest occupied orbital energy (alpha / beta): -14.185 / -12.773 eV
* calculated total energy: -305.62135 Ha
* gap between HOMO and LUMO (alpha / beta): 10.267 / 4.992 eV

Atomic partial charges in e from the Mulliken method, atoms 1 to 4: 0.306, -0.284, 0.255, 0.349

Record 4
Computed, not measured: C5H10N2 as an isolated structure, with the ωB97M-V functional and the def2-TZVPD basis.

Positions of all 17 atoms, in Å:
H  -0.322708  1.848181  -2.795597
C  -0.012651  -0.296024  -0.320224
H  0.062735  2.333941  0.463766
H  0.654729  0.217635  2.315299
C  0.120473  -2.311816  -0.011671
C  0.745956  -0.821797  2.002291
H  -0.864926  -2.750086  -0.060025
C  -0.745923  1.957843  -0.169077
H  0.197000  0.061270  -2.849124
N  -0.281262  0.843561  -0.985254
H  -1.092844  2.774888  -0.805305
H  0.980755  -2.783759  -0.461960
C  -0.139110  0.916365  -2.267815
N  0.294890  -1.026102  0.678494
H  -1.571770  1.654946  0.480431
H  1.792297  -1.139757  2.110214
H  0.182359  -1.479288  2.675557

Cartesian forces (eV/Å) of the 3 atoms listed first:
H -0.1 0.1 0.3
C 0.6 -7.1 0.4
H 0.1 -0.2 -0.2

Summary:
* net charge: +2
* highest occupied orbital energy (alpha / beta): -19.506 / -19.505 eV
* calculated total energy: -305.15123 Ha
* gap between HOMO and LUMO (alpha / beta): 8.551 / 8.552 eV

Atomic partial charges in e from the Mulliken method, atoms 1 to 4: 0.256, 0.251, 0.389, 0.309

Record 5
Computed, not measured: an isolated ion of composition C5H10N2 and charge +2, with the ωB97M-V functional and the def2-TZVPD basis.

Positions of all 17 atoms, in Å:
H  -2.267089  -1.064463  -1.233509
C  0.278534  1.611921  0.282096
N  0.558217  0.180586  0.235902
H  -0.574447  1.789196  0.911670
H  -2.566866  0.077508  -0.010417
C  1.671985  -0.237191  -0.225176
C  -0.690301  -0.668796  0.151178
H  0.923407  2.150415  0.822240
H  3.739079  -0.706532  -0.077720
H  0.079552  1.876873  -0.789915
H  -0.084146  -2.187741  1.482326
H  3.263593  -0.216072  -1.806975
H  -1.631357  -2.291465  0.701650
H  -1.393571  0.631638  -1.341895
C  2.996084  -0.345708  -0.784393
N  -0.763692  -1.786518  0.850719
C  -1.730349  -0.201526  -0.712613

Cartesian forces (eV/Å) of the 3 atoms listed first:
H 1.1 1.0 0.1
C -3.4 -0.6 -2.4
N -0.1 -2.0 -0.5

Summary:
* net charge: +2
* highest occupied orbital energy: -19.985 eV
* calculated total energy: -305.23025 Ha
* SMILES string: C=C=[N+](C)C(C)=[NH2+]
* gap between HOMO and LUMO: 9.994 eV

Atomic partial charges in e from the Mulliken method, atoms 1 to 4: 0.466, -1.023, 0.009, 0.402

Record 6
Computed, not measured: one molecule with the formula C5H10N2O, with the ωB97M-V functional and the def2-TZVPD basis.

Positions of all 18 atoms, in Å:
H  -0.290153  1.839804  1.174742
C  -0.704119  -0.615681  0.473841
C  -0.608628  -2.086535  -0.053124
H  1.079107  1.556827  -2.531461
H  -1.604270  -1.310567  2.313053
C  -1.295811  -0.374287  1.835621
C  1.720819  0.904517  -1.928929
C  0.180551  0.393385  -0.208325
H  0.890644  2.277187  0.055772
H  0.088218  -2.374323  -0.830679
H  -0.801171  -2.868941  0.669190
H  -0.576371  0.109591  2.502084
N  0.100977  1.679745  0.257654
O  -1.669364  -1.218210  -0.414253
N  0.932263  -0.039343  -1.155524
H  -2.184006  0.263269  1.756823
H  2.365135  0.347909  -2.616173
H  2.376177  1.515652  -1.300313

Cartesian forces (eV/Å) of the 3 atoms listed first:
H 0.0 -0.1 -0.2
C -0.2 -2.6 -1.1
C 0.2 2.1 0.9

Summary:
* highest occupied orbital energy: -8.982 eV
* calculated total energy: -381.21327 Ha
* SMILES string: C/N=C(\N)[C@]1(C)CO1
* gap between HOMO and LUMO: 9.811 eV

Atomic partial charges in e from the Mulliken method, atoms 1 to 4: 0.247, 1.512, -0.710, 0.338

Record 7
Computed, not measured: C5H10N2O as an isolated structure, with the ωB97M-V functional and the def2-TZVPD basis.

Positions of all 18 atoms, in Å:
H  -0.302824  0.426582  1.411192
H  -0.231384  -2.263068  -0.308641
H  1.105555  1.959878  0.439105
H  -1.885672  -0.207819  -0.900213
N  -0.831130  -1.471091  1.549787
H  2.342474  -1.721008  -0.587982
O  1.740203  -1.293955  -1.199052
H  -1.920643  1.386912  -0.077798
C  -1.363085  0.515543  -0.305163
C  0.072739  0.632597  -0.865699
H  1.725061  -0.025187  0.575406
C  1.176009  -0.432230  -0.266230
H  -0.538083  3.062305  -0.544163
H  -0.674032  -1.358071  2.520924
H  -0.065211  0.502854  -1.972619
C  0.056299  -1.397762  0.408613
N  0.562169  2.038868  -0.731222
C  -0.968444  -0.355348  0.853755

Cartesian forces (eV/Å) of the 3 atoms listed first:
H -0.6 -0.4 -0.4
H 0.4 1.9 0.9
H -2.4 1.0 -4.3

Summary:
* highest occupied orbital energy: -8.604 eV
* calculated total energy: -380.93205 Ha
* gap between HOMO and LUMO: 9.074 eV

Atomic partial charges in e from the Mulliken method, atoms 1 to 4: 0.174, 0.272, 0.326, 0.346

Record 8
Computed, not measured: one molecule with the formula C5H10N2O, with the ωB97M-V functional and the def2-TZVPD basis.

Positions of all 18 atoms, in Å:
H  -2.223352  -0.522208  0.382109
H  1.055582  2.518936  0.756437
C  0.432886  -1.235788  0.687508
N  -0.812414  1.608418  0.414565
C  -1.508001  -0.716663  -0.449309
C  0.498992  1.518290  0.937043
C  -0.594290  0.508334  -0.589872
H  1.290749  -1.854633  0.917265
H  -2.182449  -0.957315  -1.212129
H  -0.615074  0.946245  -1.656532
H  2.747222  -0.143844  -0.573739
H  0.411186  1.278951  1.943648
C  0.725077  0.195465  0.110291
H  -1.542630  1.530808  1.065052
H  1.301673  -0.920340  -1.236994
N  1.809570  0.099904  -1.004341
O  -0.551815  -1.791547  -0.249975
H  -0.136463  -1.120316  1.569147

Cartesian forces (eV/Å) of the 3 atoms listed first:
H 0.8 -0.5 0.4
H -0.1 -2.1 0.2
C -1.4 1.5 -0.5

Summary:
* highest occupied orbital energy: -8.721 eV
* calculated total energy: -381.14458 Ha
* SMILES string: N[C@@]12CN[C@@H]1COC2
* gap between HOMO and LUMO: 9.694 eV

Atomic partial charges in e from the Mulliken method, atoms 1 to 4: 0.259, 0.242, -0.919, -0.447

Record 9
Computed, not measured: C5H10N2O as an isolated structure, with the ωB97M-V functional and the def2-TZVPD basis.

Positions of all 18 atoms, in Å:
C  -1.452942  0.498074  -0.412401
N  -0.210203  -0.536883  1.757919
C  -0.650910  -0.983293  -0.771030
H  0.573036  -0.041294  -2.132915
H  2.134517  0.017649  -0.139699
H  -1.126088  -1.891975  -1.142093
H  0.590971  1.937739  0.761909
H  -1.663730  0.297989  0.663157
O  -0.565609  1.481025  -0.889489
H  -2.430943  0.577853  -0.977942
C  0.514771  1.404897  -0.230683
H  -0.512196  -1.410192  2.321492
H  0.474563  0.208998  2.289058
C  0.335526  -1.149382  0.509512
N  0.687983  -0.595850  -1.336799
H  1.222120  2.263744  -0.642687
C  1.088346  -0.026837  -0.205394
H  0.990789  -2.052262  0.578085

Cartesian forces (eV/Å) of the 3 atoms listed first:
C -1.8 -3.9 -2.2
N 1.2 -2.0 2.4
C 2.0 1.5 1.9

Summary:
* highest occupied orbital energy: -8.299 eV
* calculated total energy: -381.08532 Ha
* gap between HOMO and LUMO: 9.263 eV

Atomic partial charges in e from the Mulliken method, atoms 1 to 4: -0.562, -0.552, -0.376, 0.241

Record 10
Computed, not measured: a 3-piece molecular cluster, C5H10N2O overall, with the ωB97M-V functional and the def2-TZVPD basis.

Positions of all 18 atoms, in Å:
H  -1.664728  -2.191416  0.112482
C  0.677050  0.890440  -1.422238
H  2.939911  -1.115550  2.304447
O  -0.648636  1.841922  0.667304
H  1.299904  1.652279  -0.953627
C  2.088419  -0.917705  1.653187
C  -2.251120  -1.632189  -0.611905
H  1.602092  -1.785710  1.216409
H  2.004630  1.257317  1.763895
H  -1.302387  1.916593  1.376368
H  -2.326644  0.246677  -1.708507
N  0.084518  0.002409  -0.419277
H  -0.116867  1.399387  -1.968489
N  -0.329713  0.449288  0.687141
H  -3.124544  -2.134876  -1.027058
C  -1.860802  -0.452466  -1.024501
C  1.638823  0.292000  1.437329
H  1.290093  0.281602  -2.082959

Cartesian forces (eV/Å) of the 3 atoms listed first:
H 0.1 0.0 -0.1
C -0.4 0.1 0.0
H 0.1 0.1 -0.3

Summary:
* highest occupied orbital energy (alpha / beta): -7.614 / -7.607 eV
* calculated total energy: -380.92567 Ha
* gap between HOMO and LUMO (alpha / beta): 8.240 / 8.355 eV

Atomic partial charges in e from the Mulliken method, atoms 1 to 4: 0.250, -0.802, 0.275, -0.422

Record 11
Computed, not measured: C5H10N2O as an isolated structure, with the ωB97M-V functional and the def2-TZVPD basis.

Positions of all 18 atoms, in Å:
H  2.124060  0.243387  1.485799
H  1.394268  -1.541466  -1.409006
H  1.558353  2.022383  1.017817
H  0.135075  -1.068535  1.106508
C  0.604570  -0.635940  -1.519757
H  -2.096257  -1.055175  0.631744
H  -2.011203  0.469626  0.019882
H  0.514951  0.407618  2.619371
H  -1.197255  -2.034919  -1.137022
H  0.640333  0.288938  -2.382053
C  -0.226693  -0.180641  0.850759
O  -0.253170  1.424826  -0.928033
N  -0.957847  -1.043890  -1.318552
C  1.446666  0.959468  0.913763
N  0.156750  0.777558  1.681282
H  -0.985918  1.085096  -1.287535
C  -1.508858  -0.424234  -0.014206
C  0.662177  0.305899  -0.330759

Cartesian forces (eV/Å) of the 3 atoms listed first:
H 0.1 1.2 -1.7
H -2.1 2.1 -0.9
H 1.5 0.4 -0.9

Summary:
* highest occupied orbital energy: -8.809 eV
* calculated total energy: -381.02604 Ha
* gap between HOMO and LUMO: 9.529 eV

Atomic partial charges in e from the Mulliken method, atoms 1 to 4: 0.337, 0.251, 0.290, 0.545

Record 12
Computed, not measured: C5H10N2O as an isolated structure, with the ωB97M-V functional and the def2-TZVPD basis.

Positions of all 18 atoms, in Å:
H  1.562204  1.983122  1.152785
C  1.498481  0.980645  1.574293
O  -0.208395  -1.218334  -0.929049
H  -2.344823  0.269100  1.729847
H  -2.212715  -0.805548  -1.209748
C  -0.486876  -0.277673  1.026904
H  -1.400571  -1.649824  -2.549431
H  2.488316  0.523662  1.570508
H  1.413091  1.169785  -2.275868
C  -1.267311  -0.886061  -1.773613
H  1.091745  1.002139  2.582137
N  0.622135  0.198813  0.695360
H  -1.824082  -1.499056  2.036203
C  1.015752  0.065920  -0.776059
H  -1.090342  0.088224  -2.258440
H  1.874312  -0.606697  -0.842171
N  0.862685  1.169932  -1.423136
C  -1.593605  -0.508147  1.669477

Cartesian forces (eV/Å) of the 3 atoms listed first:
H 0.0 -0.1 0.0
C -0.1 -0.1 -0.1
O 0.3 0.4 0.0

Summary:
* highest occupied orbital energy: -8.113 eV
* calculated total energy: -381.09569 Ha
* gap between HOMO and LUMO: 8.697 eV

Atomic partial charges in e from the Mulliken method, atoms 1 to 4: 0.350, -0.944, -0.559, 0.291

Record 13
Computed, not measured: a 2-piece molecular cluster, C5H10N2O overall, with the ωB97M-V functional and the def2-TZVPD basis.

Positions of all 18 atoms, in Å:
N  0.657437  0.680551  2.485715
H  0.213581  -1.344113  -1.743594
C  -0.281642  0.448064  1.829498
O  2.256775  0.150475  0.293501
H  -1.995058  1.324449  2.314132
H  2.217203  -0.556565  -2.908600
C  1.541444  0.174072  -2.457308
H  2.202742  0.936255  -2.054094
H  0.794560  -1.352642  0.477945
H  0.964131  0.563981  -3.295229
H  -2.426413  -0.154267  -0.053909
H  2.186265  0.378586  1.236329
C  1.087268  -0.465998  -0.081965
H  -2.478871  -1.170646  1.446263
H  -3.526159  0.179093  1.322363
C  0.684567  -0.433137  -1.392213
N  -1.567910  0.803159  1.550721
C  -2.529918  -0.161317  1.030445

Cartesian forces (eV/Å) of the 3 atoms listed first:
N 0.0 -1.0 -0.8
H -1.0 0.3 0.3
C -0.7 2.4 2.3

Summary:
* highest occupied orbital energy: -8.663 eV
* calculated total energy: -381.16646 Ha
* SMILES string: C/C=C\O.CNC#N
* gap between HOMO and LUMO: 8.978 eV

Atomic partial charges in e from the Mulliken method, atoms 1 to 4: -0.647, 0.272, 0.588, -0.547